DFT (ωB97M-V with the def2-TZVPD basis set) results for C3H3NO2 as an isolated structure.

Structure (XYZ):
```
9
Properties=species:S:1:pos:R:3:forces:R:3:nbo_charge:R:1
O -0.1482 1.6949 -0.1359 0.11 -0.04 -0.32 -0.6674
O -1.3312 -0.4713 -0.9126 -0.05 -0.10 0.68 -0.5621
N 1.2859 -1.3927 -0.7280 1.51 0.82 0.20 -0.2743
C 0.3455 0.5847 0.4770 -0.80 -0.79 0.00 -0.0340
C -0.6352 -0.6640 0.0520 -1.40 1.36 1.08 0.4119
C 1.2583 -0.3257 -0.2512 0.88 -1.06 -0.76 0.2268
H -0.8100 1.3087 -0.7565 0.07 0.46 -0.13 0.4940
H -0.6146 -1.5142 0.7368 -0.04 -0.24 -0.29 0.1741
H 0.6495 0.7796 1.5184 -0.28 -0.41 -0.47 0.2310
```
Positions in Å, forces in eV/Å.

Calculated values
Energy above the lowest of the compared OMol25 structures with the same formula, charge and spin   307.6 kJ/mol
HOMO-LUMO gap   11.00 eV
Electronic energy   -8741.943 eV
HOMO energy   -10.544 eV

***

DFT (ωB97M-V with the def2-TZVPD basis set) results for a 2-piece molecular cluster, C3H3NO2 overall.

Structure (XYZ):
```
9
Properties=species:S:1:pos:R:3:forces:R:3:nbo_charge:R:1
O 1.0154 1.5079 -0.6194 -0.55 -0.34 0.27 -0.3837
O 1.3652 0.1317 1.7944 -0.60 -0.04 -0.30 -0.4152
N -2.2997 0.6814 -1.0952 1.05 0.08 0.42 -0.2159
C 0.3186 0.0952 1.2119 0.52 -0.06 0.40 0.3416
C -1.2228 0.7832 -0.6851 -0.99 -0.05 -0.43 0.1480
C 0.1345 0.8766 -0.1043 0.47 0.37 -0.31 0.3839
H 0.9849 -1.7272 -0.9678 -0.05 -0.02 -0.01 0.0075
H 0.2653 -1.8682 -1.0946 0.04 -0.01 0.00 -0.0035
H -0.5614 -0.4806 1.5601 0.10 0.07 -0.03 0.1373
```
Positions in Å, forces in eV/Å.

Calculated values
Energy above the lowest of the compared OMol25 structures with the same formula, charge and spin   317.0 kJ/mol
HOMO-LUMO gap   9.16 eV
SMILES   N#CC(=O)C=O.[H][H]
Electronic energy   -8741.845 eV
HOMO energy   -11.129 eV

***

DFT (ωB97M-V with the def2-TZVPD basis set) results for a 2-piece molecular cluster, C3H3NO2 overall.

Structure (XYZ):
```
9
Properties=species:S:1:pos:R:3:forces:R:3:nbo_charge:R:1
O -2.1783 -0.3901 -0.4491 0.62 -0.18 0.20 -0.4153
O 0.0066 0.7750 -1.7570 0.12 -0.48 0.49 -0.3837
N 2.4738 -0.9140 -0.0372 -1.00 0.38 -0.36 -0.2159
C 1.4626 -0.5086 -0.4263 0.97 -0.34 0.31 0.1480
C -1.0553 -0.6665 -0.1356 -0.64 0.08 -0.08 0.3416
C 0.1371 -0.0347 -0.8813 -0.04 0.45 -0.50 0.3839
H 0.2567 1.3754 1.6691 -0.03 0.03 0.00 -0.0034
H -0.7981 -1.3680 0.6822 -0.04 0.07 -0.09 0.1374
H -0.3051 1.7314 1.3353 0.04 -0.02 0.04 0.0075
```
Positions in Å, forces in eV/Å.

Calculated values
Energy above the lowest of the compared OMol25 structures with the same formula, charge and spin   317.1 kJ/mol
HOMO-LUMO gap   9.16 eV
SMILES   N#CC(=O)C=O.[H][H]
Electronic energy   -8741.845 eV
HOMO energy   -11.129 eV

***

DFT (ωB97M-V with the def2-TZVPD basis set) results for an isolated molecule of C3H3NO2.

Structure (XYZ):
```
9
Properties=species:S:1:pos:R:3:forces:R:3:nbo_charge:R:1
O -0.4295 -0.8874 -0.9648 -0.02 -0.08 0.05 -0.4869
O 0.9102 -2.0145 0.4804 -0.26 0.61 -0.25 -0.5182
N -0.5421 1.1737 -0.0196 -0.07 -0.24 -0.38 -0.4296
C 0.4006 -0.9895 0.1447 0.34 -0.36 0.27 0.7649
C 0.4585 0.4170 0.7180 0.14 -0.04 0.13 -0.3903
C -0.9287 0.3905 -0.9341 -0.06 0.33 0.11 0.3703
H -1.6276 0.6247 -1.7283 0.01 -0.05 0.12 0.1970
H 1.4415 0.8508 0.5021 -0.01 -0.13 0.13 0.2467
H 0.3171 0.4349 1.8016 -0.07 -0.04 -0.19 0.2460
```
Positions in Å, forces in eV/Å.

Calculated values
Energy above the lowest of the compared OMol25 structures with the same formula, charge and spin   71.7 kJ/mol
HOMO-LUMO gap   11.40 eV
SMILES   O=C1CN=CO1
Electronic energy   -8744.388 eV
HOMO energy   -10.605 eV

***

DFT (ωB97M-V with the def2-TZVPD basis set) results for an isolated molecule of C3H3NO2.

Structure (XYZ):
```
9
Properties=species:S:1:pos:R:3:forces:R:3:nbo_charge:R:1
O 0.3278 -2.2694 0.8075 0.71 0.54 0.33 -0.5491
O 0.5793 0.0230 1.3806 -0.94 -0.78 -2.73 -0.3698
N 0.2170 1.1555 0.4898 3.57 4.00 13.12 -0.2800
C -0.1996 0.8335 -0.5920 -2.17 -3.96 -10.86 0.0140
C 0.2700 -1.1196 0.4995 -1.47 1.36 0.59 0.7249
C -0.2743 -0.4846 -0.7171 1.13 -2.92 -0.09 -0.4142
H -0.5229 1.5563 1.0759 0.74 0.92 0.16 0.3904
H -0.0920 1.5164 -1.4367 -1.09 0.25 0.24 0.2420
H -0.3054 -1.2111 -1.5076 -0.49 0.58 -0.76 0.2418
```
Positions in Å, forces in eV/Å.

Calculated values
Energy above the lowest of the compared OMol25 structures with the same formula, charge and spin   389.3 kJ/mol
HOMO-LUMO gap   10.05 eV
SMILES   O=c1cc[nH]o1
Electronic energy   -8741.097 eV
HOMO energy   -9.594 eV

***

DFT (ωB97M-V with the def2-TZVPD basis set) results for an isolated molecule of C3H3NO2.

Structure (XYZ):
```
9
Properties=species:S:1:pos:R:3:forces:R:3:nbo_charge:R:1
O -2.1440 0.1540 -0.1448 -3.22 -3.06 1.31 -0.6388
O -0.2928 1.1676 0.0223 3.09 -2.18 -1.13 -0.4436
N -0.1458 -1.0807 0.0211 2.26 -2.01 -1.05 -0.5379
C 1.0901 0.7617 -0.1211 -1.25 2.68 1.14 0.0366
C -0.8679 -0.0802 -0.0404 -0.36 4.30 0.55 0.7523
C 1.2073 -0.5340 -0.1244 -2.01 -2.85 1.12 -0.1099
H -2.6223 -0.6574 0.2454 0.77 1.71 -1.14 0.4995
H 1.7623 1.5261 0.1558 0.72 0.70 -0.45 0.2088
H 2.0130 -1.2571 -0.0138 -0.01 0.71 -0.34 0.2331
```
Positions in Å, forces in eV/Å.

Calculated values
Energy above the lowest of the compared OMol25 structures with the same formula, charge and spin   176.6 kJ/mol
HOMO-LUMO gap   10.13 eV
SMILES   Oc1ncco1
Electronic energy   -8743.301 eV
HOMO energy   -9.443 eV

***

DFT (ωB97M-V with the def2-TZVPD basis set) results for an isolated molecule of C3H3NO2.

Structure (XYZ):
```
9
Properties=species:S:1:pos:R:3:forces:R:3:nbo_charge:R:1
O -0.2034 0.5790 0.2097 0.54 0.61 1.26 -0.3984
O -2.4309 -2.0212 0.6926 0.26 0.13 -0.11 -0.4101
N 0.9017 -0.1815 -0.2477 -0.71 -0.50 -0.32 -0.1170
C -1.5862 0.1717 0.0378 3.36 3.08 -2.42 -0.2337
C -1.9853 -1.0093 0.3413 -1.26 -1.97 0.69 0.6686
C 2.0549 0.3299 -0.0593 0.51 1.70 -0.79 -0.1519
H -1.9795 0.9160 -0.6954 -0.57 -1.29 0.98 0.2528
H 2.8925 -0.1693 -0.6316 -1.12 0.17 1.10 0.2053
H 2.3362 1.3846 0.3526 -1.02 -1.93 -0.40 0.1845
```
Positions in Å, forces in eV/Å.

Calculated values
Energy above the lowest of the compared OMol25 structures with the same formula, charge and spin   490.5 kJ/mol
HOMO-LUMO gap   9.21 eV
SMILES   C=NOC=C=O
Electronic energy   -8740.047 eV
HOMO energy   -9.116 eV

***

DFT (ωB97M-V with the def2-TZVPD basis set) results for a 2-piece molecular cluster, C3H3NO2 overall.

Structure (XYZ):
```
9
Properties=species:S:1:pos:R:3:forces:R:3:nbo_charge:R:1
O 1.8207 -1.0863 0.0367 0.31 0.02 -0.08 -0.6448
O 0.2978 1.3534 1.6929 0.08 -0.43 -0.43 -0.3883
N -1.0195 -0.8333 -2.0003 0.89 0.29 1.00 -0.2896
C 0.4281 0.5699 0.8552 -0.05 0.19 0.10 0.7500
C -0.2700 -0.6000 -1.1430 -0.71 -0.20 -0.79 0.2304
C 0.6668 -0.3376 -0.1010 -0.29 0.32 0.22 -0.1439
H -2.2807 0.4316 0.3842 -0.06 0.11 0.03 0.0056
H 2.5443 -0.6123 -0.3969 -0.07 -0.19 0.00 0.4854
H -2.2072 1.0879 0.7287 -0.09 -0.10 -0.04 -0.0049
```
Positions in Å, forces in eV/Å.

Calculated values
Energy above the lowest of the compared OMol25 structures with the same formula, charge and spin   339.8 kJ/mol
HOMO-LUMO gap   9.24 eV
SMILES   N#CC(O)=C=O.[H][H]
Electronic energy   -8741.609 eV
HOMO energy   -9.712 eV

***

DFT (ωB97M-V with the def2-TZVPD basis set) results for an isolated molecule of C3H3NO2.

Structure (XYZ):
```
9
Properties=species:S:1:pos:R:3:forces:R:3:nbo_charge:R:1
O 0.2859 -1.3374 0.7401 -0.12 0.09 0.22 -0.6549
O 2.0894 0.5487 -0.1479 -0.64 0.09 -0.12 -0.4658
N -2.1301 -0.4564 -1.5066 0.89 0.09 0.66 -0.2745
C -0.1876 -0.1301 0.2339 -0.14 0.22 0.01 -0.0989
C 0.9246 0.7632 -0.3354 0.42 0.05 0.05 0.4206
C -1.2592 -0.3436 -0.7556 -0.80 -0.05 -0.70 0.2434
H 0.3279 -1.1918 1.6885 0.28 -0.49 0.13 0.4824
H -0.6425 0.4734 1.0374 -0.01 0.06 -0.19 0.2248
H 0.5481 1.6584 -0.8683 0.11 -0.05 -0.07 0.1227
```
Positions in Å, forces in eV/Å.

Calculated values
Energy above the lowest of the compared OMol25 structures with the same formula, charge and spin   191.4 kJ/mol
HOMO-LUMO gap   10.87 eV
SMILES   N#C[C@@H](O)C=O
Electronic energy   -8743.147 eV
HOMO energy   -10.725 eV

***

DFT (ωB97M-V with the def2-TZVPD basis set) results for an isolated molecule of C3H3NO2.

Structure (XYZ):
```
9
Properties=species:S:1:pos:R:3:forces:R:3:nbo_charge:R:1
O 0.8673 0.9907 -2.0971 -0.27 0.55 -0.77 -0.3417
O 1.7029 0.1940 -0.2751 0.76 -2.08 4.28 -0.4683
N 0.6744 0.5753 -0.9325 2.11 1.98 -5.73 0.2447
C -0.8884 -1.1747 1.3603 -0.01 -0.43 0.99 -0.1268
C -0.5197 0.4750 -0.4294 -4.52 1.33 0.54 -0.0143
C -0.7682 -0.0600 0.7525 -0.37 -2.52 1.33 -0.2664
H -1.1923 1.0608 -1.0117 -0.84 0.12 -0.22 0.2449
H -0.9418 -1.9673 2.1538 0.04 1.56 -1.03 0.2477
H 1.0656 -0.0937 0.4791 3.09 -0.51 0.61 0.4803
```
Positions in Å, forces in eV/Å.

Calculated values
Energy above the lowest of the compared OMol25 structures with the same formula, charge and spin   402.2 kJ/mol
HOMO-LUMO gap (spin up / spin down)   7.28 / 8.78 eV
Spin multiplicity   3
Electronic energy   -8735.530 eV
HOMO energy (spin up / spin down)   -6.628 / -10.930 eV

***

DFT (ωB97M-V with the def2-TZVPD basis set) results for an isolated molecule of C3H3NO2S.

Structure (XYZ):
```
10
Properties=species:S:1:pos:R:3:forces:R:3:nbo_charge:R:1
S 2.3825 0.3632 0.0022 -2.40 1.31 0.86 1.2033
O 0.0809 -2.5892 0.0017 0.03 1.92 0.83 -0.5594
O 2.5474 1.8464 0.0649 0.37 -1.16 -0.38 -0.8825
N -1.2227 -0.6277 -0.0439 -1.96 -0.68 1.11 -0.6348
C 0.7806 0.0147 0.1873 0.09 -2.02 -0.44 -0.4401
C -0.5548 0.7042 -0.0033 -1.55 1.89 -1.32 -0.2556
C -0.1019 -1.3959 0.1282 0.85 -0.33 -1.36 0.6847
H -2.2702 -0.9630 0.0204 3.04 1.14 -0.26 0.4325
H -0.6489 1.1419 -1.0835 0.43 -0.36 1.97 0.2191
H -0.9929 1.5053 0.7261 1.10 -1.71 -1.01 0.2328
```
Positions in Å, forces in eV/Å.

Calculated values
Energy above the lowest of the compared OMol25 structures with the same formula, charge and spin   347.5 kJ/mol
HOMO-LUMO gap (spin up / spin down)   8.79 / 8.79 eV
Electronic energy   -19577.175 eV
HOMO energy (spin up / spin down)   -9.788 / -9.787 eV

***

DFT (ωB97M-V with the def2-TZVPD basis set) results for an isolated molecule of C3H3NO3.

Structure (XYZ):
```
10
Properties=species:S:1:pos:R:3:forces:R:3:nbo_charge:R:1
O 1.0272 -0.9425 0.5547 0.22 -0.62 2.75 -0.3551
O -0.3274 0.9455 0.8486 -0.34 -0.47 -1.35 -0.4656
O -0.5586 2.0940 -1.0212 0.10 -2.04 0.32 -0.5154
N 0.7991 -1.1274 -0.7498 0.96 0.00 -0.67 -0.0183
C 0.2000 -0.1337 -1.2287 -1.01 -0.39 -0.11 -0.1032
C -0.3206 1.0154 -0.4928 0.17 4.21 -0.46 0.6940
C -0.1044 -0.4017 1.2007 1.83 0.95 -0.25 0.1777
H -0.9113 -1.0089 0.9347 -1.62 -0.92 -0.02 0.1636
H 0.0625 -0.1978 -2.2437 -0.61 0.28 -2.30 0.2202
H 0.1335 -0.2427 2.1974 0.30 -1.00 2.08 0.2022
```
Positions in Å, forces in eV/Å.

Calculated values
Energy above the lowest of the compared OMol25 structures with the same formula, charge and spin   319.2 kJ/mol
HOMO-LUMO gap   10.50 eV
SMILES   O=C1C=NOCO1
Electronic energy   -10789.392 eV
HOMO energy   -10.918 eV